[1]
Below is a molecular structure, H26KrO13, with properties calculated with the ωB97M-V functional and the def2-TZVPD basis.

Computed properties:
- Maximum force: 0.94 eV/A
- Energy relative to the best compared isomer or geometry (same formula, charge and spin): 18.5 kcal per mole
- Total charge: 0
- HOMO-LUMO gap: 9.473 eV

Last column: Mulliken charge in e.
Positions of all 40 atoms, in Å:
Kr 4.538138 17.260124 10.040544  0.024
O 5.906884 15.008477 7.129954  -0.589
H 4.992959 14.759119 6.992849  0.290
H 6.020544 15.801331 6.605831  0.303
O 7.181558 19.209273 13.011534  -0.657
H 6.254168 19.376295 12.843362  0.340
H 7.430636 18.557299 12.356452  0.333
O 2.570114 14.593334 10.741019  -0.605
H 2.966564 14.244875 9.942492  0.276
H 2.453210 13.828408 11.304449  0.294
O 4.409787 18.767126 13.169549  -0.538
H 3.915327 19.435578 13.643809  0.271
H 3.874801 17.976653 13.241552  0.244
O 3.540075 17.508286 5.605914  -0.571
H 4.291868 17.698551 6.167019  0.238
H 3.111484 16.761459 6.023998  0.290
O 4.701488 20.607523 10.228792  -0.563
H 5.503835 20.178938 9.930801  0.320
H 4.827419 21.530974 10.010581  0.257
O 4.238376 19.679951 7.345549  -0.493
H 4.624348 20.215637 8.038590  0.262
H 4.161270 20.273313 6.598407  0.257
O 1.711829 18.751718 7.917771  -0.660
H 1.696600 19.005030 8.840719  0.412
H 2.625083 18.862800 7.653461  0.375
O 2.193961 16.638322 12.594312  -0.602
H 1.276005 16.539621 12.341619  0.282
H 2.654304 15.964262 12.094362  0.362
O 1.893650 19.646870 10.589127  -0.666
H 2.847273 19.696196 10.655454  0.279
H 1.628263 19.113387 11.338257  0.319
O 7.680965 14.561745 10.974238  -0.637
H 7.508198 14.684981 11.907608  0.332
H 6.850492 14.248673 10.615734  0.299
O 6.898372 19.485882 8.920258  -0.680
H 7.369084 19.253617 9.720708  0.386
H 6.436331 18.684997 8.672597  0.236
O 8.078819 17.589152 10.811930  -0.605
H 8.924990 17.681820 10.374177  0.289
H 7.704074 16.789340 10.443010  0.297

Forces on the atoms, in the same order (eV/Å):
Kr -0.002 -0.092 -0.034
O 0.136 -0.093 0.333
H -0.216 -0.089 -0.116
H 0.075 0.182 -0.231
O 0.464 0.392 0.168
H -0.423 -0.143 0.119
H 0.179 -0.239 -0.207
O 0.008 0.021 0.119
H 0.111 0.041 -0.279
H -0.117 -0.309 0.176
O 0.045 0.197 -0.125
H -0.113 0.213 0.117
H -0.338 -0.361 -0.061
O 0.179 -0.216 -0.421
H 0.122 0.331 0.267
H -0.351 -0.058 0.127
O -0.773 0.134 0.107
H 0.730 -0.262 -0.172
H -0.040 0.326 0.121
O 0.489 -0.234 -0.252
H 0.026 0.153 0.533
H -0.159 0.063 -0.353
O -0.580 -0.599 -0.432
H -0.111 0.216 0.542
H 0.241 0.208 -0.176
O 0.118 0.498 0.603
H -0.200 -0.027 -0.080
H 0.091 -0.225 -0.472
O -0.435 0.067 0.006
H 0.668 0.276 0.018
H -0.059 -0.220 0.190
O 0.115 0.232 -0.238
H 0.039 0.066 0.349
H -0.212 -0.163 -0.204
O -0.183 0.597 -0.294
H 0.358 -0.369 0.450
H -0.069 -0.301 -0.176
O -0.075 0.459 -0.064
H 0.382 -0.014 0.010
H -0.120 -0.658 0.031

[2]
Below is 13 unconnected molecules or ions with the total composition H26O13 at a distorted geometry, with properties calculated with the ωB97M-V functional and the def2-TZVPD basis.

Computed properties:
- Maximum force: 3.71 eV/A
- Energy relative to the best compared isomer or geometry (same formula, charge and spin): 54.3 kcal per mole
- Total charge: 0
- HOMO-LUMO gap: 9.093 eV

Last column: Mulliken charge in e.
Positions of all 39 atoms, in Å:
O 0.251489 -0.361741 0.122841  -0.297
H -0.355133 -0.305219 -0.607554  0.473
H 0.875231 0.350745 -0.073973  0.011
O 1.519383 -2.643554 -1.588385  -0.742
H 1.785274 -3.522584 -1.328382  0.297
H 1.938280 -2.007000 -0.932867  0.433
O 1.366452 2.183394 2.701131  -0.690
H 1.735299 2.980593 3.153302  0.287
H 0.699207 2.424098 2.006469  0.272
O -1.013180 -3.266034 -2.118785  -0.623
H -0.207712 -2.906748 -1.701685  0.382
H -1.491860 -3.552462 -1.365105  0.335
O -3.217897 1.974976 -1.850935  -0.625
H -2.433351 1.362244 -1.738010  0.378
H -3.114150 2.837360 -1.484170  0.283
O 2.639372 1.268847 -0.403248  -0.644
H 2.035075 2.011018 -0.355323  0.265
H 2.856589 1.209150 -1.343968  0.355
O 3.294315 -1.386138 0.310024  -0.751
H 2.577701 -1.347512 1.008960  0.399
H 3.345588 -0.443315 0.059217  0.366
O -1.508157 -0.022592 -1.890678  -0.883
H -1.478916 -0.927117 -2.316139  0.261
H -0.804784 0.545731 -2.232523  0.356
O 0.998125 3.213506 0.085439  -0.652
H 1.640225 3.935522 -0.084372  0.306
H 0.559361 3.015010 -0.772633  0.319
O -3.671859 -1.514134 -1.011095  -0.671
H -3.268225 -1.921805 -0.215865  0.355
H -3.027277 -0.929037 -1.506313  0.430
O 1.903596 -0.505449 2.747444  -0.628
H 2.735062 -0.565483 3.160299  0.317
H 1.775286 0.446032 2.654971  0.375
O -1.449286 1.362599 1.714130  -0.611
H -2.353577 1.358954 1.562425  0.306
H -0.960696 0.731788 1.108821  0.322
O -2.233125 -1.897770 1.238011  -0.633
H -1.411588 -1.417222 1.166734  0.285
H -2.530137 -1.768650 2.121790  0.281

Forces on the atoms, in the same order (eV/Å):
O 0.374 0.379 0.765
H -0.856 -0.388 -0.656
H 0.595 -0.277 0.360
O 0.268 1.450 0.625
H 0.335 -0.257 0.178
H -0.208 -1.194 -0.712
O -0.094 0.907 -0.156
H -0.813 -0.934 -0.885
H 0.808 0.145 1.226
O 0.560 0.926 -0.630
H 0.440 -0.109 -0.472
H -1.225 -0.541 0.943
O 0.504 -1.563 -0.601
H -1.681 1.444 0.162
H 0.533 0.619 0.538
O 0.539 -0.731 -0.975
H -0.131 0.615 0.719
H 0.193 -0.169 0.132
O -1.193 0.434 0.577
H 1.014 0.031 -0.583
H 0.062 -0.549 0.287
O 0.782 -0.922 -0.494
H 0.417 0.888 0.159
H -0.078 -0.571 -0.661
O -0.140 0.503 -1.197
H -0.659 -0.416 0.077
H 0.110 0.735 0.822
O 0.437 0.475 -0.995
H 0.193 0.849 -0.724
H -1.616 -1.329 1.733
O -1.301 -0.361 -0.881
H 1.658 -0.323 0.890
H -0.295 0.423 0.059
O 3.693 -0.371 -0.107
H -2.536 -0.317 -0.804
H -1.071 0.713 0.878
O 0.153 -0.570 -0.710
H 0.579 0.199 0.040
H -0.351 0.157 1.075

[3]
Below is 13 unconnected molecules or ions with the total composition H26O13 at a distorted geometry, with properties calculated with the ωB97M-V functional and the def2-TZVPD basis.

Computed properties:
- Maximum force: 6.43 eV/A
- Energy relative to the best compared isomer or geometry (same formula, charge and spin): 189.9 kcal per mole
- Total charge: 0
- HOMO-LUMO gap: 8.092 eV

Last column: Mulliken charge in e.
Positions of all 39 atoms, in Å:
H 0.857833 -0.261734 0.290529  0.139
H 0.081906 -1.174003 -0.645283  0.251
H 2.531145 4.077769 -1.037485  0.316
H 2.510074 2.561803 -0.930497  0.233
H 2.067716 4.984072 0.508320  0.301
H 1.364504 3.754599 1.059619  0.345
H -2.472245 2.575142 -0.081832  0.324
H -3.371608 3.567686 -0.800195  0.285
H -3.628769 0.014053 1.722953  0.134
H -3.589774 1.521437 1.532395  0.326
H 1.511129 0.758277 3.332257  0.280
H 1.372766 -0.462984 2.438153  0.276
H 2.445921 -0.976834 -0.422538  0.258
H 3.671783 -0.380223 -1.094371  0.297
H 2.174701 -4.295706 0.415396  0.304
H 3.492330 -3.770617 -0.130657  0.322
H -3.266271 -2.762697 -2.876495  0.266
H -2.750298 -3.036908 -1.473420  0.299
H -2.552933 -2.017950 2.640678  0.314
H -4.006118 -1.588813 2.521779  0.354
H -1.109038 -1.919884 -3.629136  0.317
H -0.340034 -0.901976 -4.455295  0.320
H -1.410791 -1.596246 -1.200026  0.402
H -1.141228 -1.796807 0.282254  0.320
H 3.724566 1.251851 0.109952  0.264
H 3.751511 0.516260 1.439698  0.283
O 0.115867 -0.265688 -0.324661  -0.485
O 2.076659 3.353584 -0.592526  -0.575
O 2.187386 4.252292 1.124087  -0.604
O -3.379735 2.898966 -0.106122  -0.629
O -3.265535 0.698422 1.149638  -0.469
O 1.963544 0.273246 2.632931  -0.558
O 2.712680 -0.434179 -1.173107  -0.517
O 3.109175 -4.519432 0.339935  -0.622
O -2.641419 -2.436202 -2.219266  -0.591
O -3.344049 -1.859326 3.167903  -0.630
O -1.201790 -1.327740 -4.383955  -0.625
O -1.718295 -1.324040 -0.328055  -0.669
O 3.145665 0.860151 0.773606  -0.552

Forces on the atoms, in the same order (eV/Å):
H 0.339 0.744 -0.186
H 0.651 0.808 -0.062
H 0.017 -0.334 -0.130
H -0.377 -0.205 -0.414
H -0.137 -0.052 0.700
H 0.467 0.245 0.177
H -0.062 -0.259 -0.057
H -0.070 -0.022 0.123
H 0.285 0.247 -0.064
H -0.109 0.035 -0.185
H 0.026 -0.001 0.003
H -0.010 0.066 0.192
H 0.252 0.404 -0.146
H -0.178 -0.191 -0.019
H 0.080 -0.133 0.010
H 0.055 -0.113 -0.016
H 0.097 0.142 -0.237
H -0.079 0.250 0.107
H -0.079 0.055 0.029
H -0.055 -0.312 0.110
H -0.245 0.033 0.006
H -0.110 0.043 -0.077
H -0.707 0.200 -0.072
H -0.451 0.303 0.183
H -0.010 0.068 0.102
H -0.235 0.308 0.283
O 2.755 0.862 0.522
O 0.092 -2.868 -5.756
O -0.202 3.269 5.333
O 0.146 0.614 -0.275
O -0.142 -0.306 0.496
O -0.751 -0.527 1.042
O 0.191 -1.077 -1.501
O -0.131 0.240 -0.023
O -0.575 -1.010 -0.846
O 0.008 0.046 -0.133
O 0.357 -0.020 -0.045
O -2.389 -2.236 0.834
O 1.289 0.681 -0.006

[4]
Below is 13 unconnected molecules or ions with the total composition H26O13 at a distorted geometry, with properties calculated with the ωB97M-V functional and the def2-TZVPD basis.

Computed properties:
- Maximum force: 2.96 eV/A
- Energy relative to the best compared isomer or geometry (same formula, charge and spin): 54.1 kcal per mole
- Total charge: 0
- HOMO-LUMO gap: 9.491 eV

Last column: Mulliken charge in e.
Positions of all 39 atoms, in Å:
O -0.035103 0.346590 -3.848513  -0.700
H 0.268897 0.698590 -2.976513  0.361
H -0.766103 -0.239410 -3.734513  0.361
O -2.118103 2.348590 1.269487  -0.666
H -2.578103 1.573590 0.982487  0.261
H -2.383103 2.625590 2.187487  0.331
O 0.830897 1.659590 -1.739513  -0.670
H 1.765897 1.843590 -1.549513  0.303
H 0.606897 1.101590 -1.037513  0.444
O -0.396103 1.970590 4.117487  -0.652
H 0.035897 1.565590 3.324487  0.396
H -0.082103 1.393590 4.791487  0.318
O -2.853103 -0.148410 -1.565513  -0.629
H -3.575103 0.291590 -1.177513  0.266
H -2.036103 -0.087410 -1.001513  0.414
O -1.085103 -0.646410 2.662487  -0.555
H -1.593103 -0.306410 3.361487  0.266
H -1.685103 -1.077410 2.084487  0.245
O 2.580897 -0.135410 0.445487  -0.496
H 2.711897 -0.315410 -0.476513  0.277
H 3.195897 0.543590 0.677487  0.284
O 0.236897 -2.322410 -1.054513  -0.646
H 1.141897 -2.633410 -1.292513  0.223
H 0.084897 -2.778410 -0.231513  0.270
O -1.129103 -2.055410 -3.431513  -0.686
H -2.077103 -2.074410 -3.230513  0.319
H -0.557103 -1.950410 -2.682513  0.396
O -0.608103 0.064590 -0.137513  -0.338
H 0.019897 -0.555410 -0.436513  0.285
H -0.289103 0.326590 0.684487  0.181
O 0.645897 1.812590 1.620487  -0.700
H 0.945897 2.675590 1.798487  0.340
H -0.254103 2.018590 1.422487  0.304
O 1.415897 -2.129410 2.660487  -0.628
H 2.094897 -1.495410 2.614487  0.303
H 0.639897 -1.607410 2.622487  0.323
O 2.390897 -0.623410 -2.231513  -0.664
H 2.171897 -1.540410 -2.448513  0.250
H 2.314897 -0.138410 -3.043513  0.307

Forces on the atoms, in the same order (eV/Å):
O 1.570 1.127 0.013
H -0.676 -0.105 -0.931
H -0.700 -0.745 0.202
O 0.577 1.480 1.339
H -0.615 -0.633 0.116
H 0.131 -0.828 -1.384
O 1.688 2.092 -1.247
H -0.410 0.114 -0.341
H -1.006 -1.215 1.913
O -0.014 -0.171 -1.287
H -0.349 0.639 0.310
H 0.257 -0.492 1.274
O 1.838 -1.220 -0.621
H -1.086 0.895 0.841
H -1.174 0.294 -0.415
O 1.757 -0.127 -0.720
H -0.980 0.810 1.574
H -0.878 -0.670 -0.898
O -0.673 -0.482 0.981
H 0.196 -0.162 -1.097
H 0.529 0.628 0.221
O 1.664 -0.367 -0.467
H -1.037 0.278 0.359
H -0.308 -0.308 0.625
O -0.854 -0.441 -1.786
H 0.700 0.128 0.674
H -0.478 -0.103 0.987
O -1.893 0.402 -1.283
H 1.227 -1.807 -0.795
H 0.849 0.744 2.489
O 0.621 -1.383 0.065
H 1.223 1.698 0.413
H -1.878 0.176 -0.556
O -0.056 -1.998 0.161
H 1.556 1.118 -0.335
H -1.540 0.814 0.080
O 0.419 -1.091 0.682
H 0.204 0.547 -0.349
H -0.403 0.363 -0.808